Entry 1:
Here is a molecular structure, C31H60AsCoN11O5 from the OMol25 dataset. Energies are from ωB97M-V/def2-TZVPD.

CARTESIAN COORDINATES (ANGSTROEM)
Co  0.5050  1.1055  -0.2237
C  -1.5233  2.3911  -4.9166
N  -0.1183  2.6335  -4.6758
C  0.5981  3.1826  -5.8106
C  0.5674  2.0065  -3.6341
N  0.2864  2.1505  -2.3825
C  -0.6683  3.1949  -2.0034
C  -1.9841  2.5901  -1.5427
N  -1.8541  1.5931  -0.4557
C  -2.9623  0.6032  -0.5736
C  -2.5667  -0.8831  -0.6737
N  -2.1741  -1.5437  0.5473
C  -2.9575  -2.3420  1.1608
N  -4.3206  -2.6143  0.8906
C  -4.5989  -3.8302  0.1513
C  -5.2391  -1.5201  0.6554
N  -2.4655  -3.1005  2.2100
C  -1.0544  -3.0743  2.5375
C  -3.2807  -3.9289  3.0716
C  -1.9364  2.2863  0.8515
C  -1.6837  1.3416  1.9918
N  -0.3154  0.8510  2.0328
C  0.1064  0.5284  3.2125
N  1.4323  0.3070  3.4820
C  2.4572  1.2119  2.9945
C  1.8619  -0.5918  4.5287
N  -0.7526  0.4017  4.3120
C  -0.3938  0.9974  5.5810
C  -1.8831  -0.4858  4.3403
N  1.6674  1.2938  -4.0709
C  1.4012  0.2456  -5.0419
C  2.7009  0.9528  -3.1142
H  -1.6605  2.0118  -5.9356
H  -2.1304  3.2961  -4.8103
H  -1.8975  1.6331  -4.2345
H  0.1889  4.1663  -6.0536
H  0.5073  2.5522  -6.7043
H  1.6506  3.2935  -5.5690
H  -0.8707  3.8819  -2.8281
H  -0.2246  3.7632  -1.1880
H  -2.4511  2.0942  -2.3881
H  -2.6589  3.3970  -1.2270
H  -3.5437  0.8318  -1.4688
H  -3.6443  0.7310  0.2687
H  -1.7041  -0.9308  -1.3456
H  -3.4061  -1.4045  -1.1506
H  -4.5969  -3.6692  -0.9353
H  -5.5779  -4.2262  0.4329
H  -3.8484  -4.5846  0.3865
H  -4.9701  -0.6773  1.2904
H  -6.2437  -1.8433  0.9387
H  -5.2793  -1.1781  -0.3850
H  -0.5583  -2.3554  1.8908
H  -0.6178  -4.0734  2.4261
H  -0.9064  -2.7615  3.5694
H  -4.3322  -3.7068  2.9225
H  -3.0224  -3.7338  4.1160
H  -3.1115  -4.9948  2.8822
H  -2.9367  2.7275  0.9773
H  -1.1953  3.0829  0.8611
H  -2.3599  0.4890  1.8915
H  -1.9437  1.8567  2.9211
H  1.9903  1.9359  2.3390
H  3.2422  0.6819  2.4535
H  2.9187  1.7365  3.8386
H  1.0572  -1.2650  4.8180
H  2.2077  -0.0564  5.4201
H  2.6985  -1.1917  4.1613
H  0.4632  1.6550  5.4541
H  -0.1568  0.2480  6.3458
H  -1.2286  1.5993  5.9518
H  -2.0317  -0.9381  3.3674
H  -2.8009  0.0446  4.6204
H  -1.7256  -1.2852  5.0759
H  0.6669  0.5729  -5.7744
H  1.0155  -0.6588  -4.5509
H  2.3220  -0.0085  -5.5671
H  3.5625  0.5709  -3.6635
H  2.3570  0.2043  -2.4014
H  3.0044  1.8417  -2.5659
O  7.6221  1.1929  -0.4883
C  6.9371  2.0717  0.0647
O  7.2343  3.1150  0.6607
C  5.4066  1.7902  0.0003
C  4.9483  0.4931  -0.2026
C  3.5911  0.2594  -0.2480
N  2.6782  1.2212  -0.1113
C  3.1133  2.4723  0.0844
C  4.4584  2.7955  0.1464
C  2.0178  3.5019  0.3100
O  2.2873  4.6870  0.3568
O  0.8484  2.9758  0.4724
H  5.6686  -0.3035  -0.3363
H  3.2084  -0.7376  -0.4177
H  4.7597  3.8180  0.3252
C  2.2640  -2.8275  -2.6942
As  1.2232  -2.4372  -1.1166
C  -0.2332  -3.6918  -1.2634
C  2.3827  -3.0101  0.3231
O  0.7937  -0.8506  -1.0468
H  2.6702  -3.8334  -2.5847
H  3.0792  -2.1113  -2.7845
H  1.6378  -2.7837  -3.5829
H  0.1795  -4.6998  -1.2277
H  -0.7124  -3.5274  -2.2281
H  -0.9569  -3.5423  -0.4690
H  2.2149  -4.0655  0.5321
H  2.1949  -2.4150  1.2137
H  3.4142  -2.8663  0.0058

The calculation puts the max |F| at 0.61 eV/A. Its calculated total energy is -158213.8483 eV. The HOMO energy (spin up / spin down) comes out at -6.933 / -6.934 eV. The calculation puts the energy relative to the best compared isomer or geometry (same formula, charge and spin) at 12.42 kcal/mol. The multiplicity is 4. As for the LUMO energy (spin up / spin down): -0.233 / -0.236 eV. As for the expectation value of S²: 3.756. Its gap between HOMO and LUMO (spin up / spin down) is 6.70 / 6.70 eV.

Entry 2:
Here is 3 unconnected molecules or ions with the total composition C31H60Cl2O9S from the OMol25 dataset. Energies are from ωB97M-V/def2-TZVPD.

CARTESIAN COORDINATES (ANGSTROEM)
C  3.5014  3.4305  0.2686
C  2.0107  3.1739  0.5447
C  1.2660  2.6974  -0.6933
C  -0.2611  2.6391  -0.5471
C  -0.8107  1.9639  0.7232
C  -1.2810  0.5217  0.5169
C  -0.1330  -0.3420  -0.0015
C  -0.4208  -1.8608  -0.1638
C  -1.6150  -2.3763  0.6404
C  -1.3288  -2.5405  2.1298
C  -2.4797  -2.1923  3.0599
O  -3.2190  -1.0589  2.6738
C  -4.5131  -1.3576  2.2186
C  -5.2346  -0.0711  1.8001
O  -4.7547  1.0201  2.5512
C  -5.2559  2.2544  2.0842
C  -4.4235  2.8084  0.9220
O  -5.1246  3.8351  0.2495
C  -5.8818  3.3844  -0.8596
C  -6.2735  4.5869  -1.6976
O  -0.1442  -1.7962  2.5220
S  1.2042  -2.4395  1.9646
O  1.3167  -3.7315  2.5814
O  2.2436  -1.4860  2.1486
C  0.8851  -2.6551  0.1168
O  1.9576  -2.0262  -0.4876
C  2.3138  -2.3684  -1.8159
C  1.5262  -1.6559  -2.9070
C  0.7198  -4.1775  -0.0973
Cl  -0.1914  -4.5146  -1.6261
C  1.9603  -5.1269  0.0188
C  2.2639  -6.0207  -1.1827
Cl  3.4885  -4.3097  0.4714
H  3.6975  4.4870  0.0954
H  4.0973  3.1151  1.1232
H  3.8173  2.8521  -0.5983
H  1.9539  2.3853  1.2995
H  1.5177  4.0381  0.9880
H  1.6496  1.7326  -1.0337
H  1.4797  3.4045  -1.5033
H  -0.6971  2.1422  -1.4184
H  -0.6380  3.6643  -0.5734
H  -1.6559  2.5545  1.0811
H  -0.0860  1.9552  1.5364
H  -2.1119  0.5037  -0.1987
H  -1.6556  0.1537  1.4693
H  0.1221  0.0352  -0.9913
H  0.7433  -0.1577  0.6173
H  -0.6933  -2.0055  -1.2080
H  -2.4868  -1.7583  0.4430
H  -1.8713  -3.3701  0.2625
H  -1.1052  -3.5907  2.3346
H  -2.0855  -2.0430  4.0663
H  -3.1247  -3.0758  3.1099
H  -4.4714  -2.0123  1.3419
H  -5.0959  -1.8553  2.9997
H  -6.3053  -0.1849  1.9930
H  -5.0678  0.0993  0.7319
H  -5.1752  2.9537  2.9138
H  -6.3051  2.1797  1.7798
H  -3.5267  3.2679  1.3344
H  -4.1313  2.0126  0.2320
H  -6.7690  2.8450  -0.5111
H  -5.2805  2.6979  -1.4656
H  -5.3966  5.2154  -1.8392
H  -6.6229  4.2477  -2.6714
H  -7.0542  5.1579  -1.2014
H  3.3547  -2.0581  -1.9091
H  2.3039  -3.4421  -1.9977
H  0.5357  -2.0770  -3.0636
H  2.0819  -1.8106  -3.8356
H  1.4965  -0.5829  -2.7331
H  0.0188  -4.5009  0.6638
H  1.7411  -5.7969  0.8463
H  3.1956  -6.5306  -0.9407
H  1.5093  -6.7925  -1.3076
H  2.4459  -5.4699  -2.0959
C  1.1019  8.4700  3.1700
C  -0.2831  7.8715  3.4027
C  -0.3904  6.8873  2.2457
O  0.9391  6.4371  1.9771
C  1.8792  7.2588  2.6723
H  1.5434  8.9160  4.0598
H  1.0545  9.2351  2.3920
H  -0.3062  7.3386  4.3556
H  -1.0858  8.6072  3.4046
H  -0.7854  7.3723  1.3464
H  -1.0172  6.0250  2.4762
H  2.2971  6.6852  3.5065
H  2.6910  7.5219  1.9933
C  5.7732  -5.6480  -5.0653
C  6.4359  -6.6223  -4.0946
C  5.3978  -6.7036  -2.9839
O  4.1251  -6.5135  -3.6098
C  4.3085  -6.0478  -4.9487
H  6.1485  -5.7191  -6.0849
H  5.9141  -4.6212  -4.7204
H  6.5602  -7.5982  -4.5691
H  7.4091  -6.2916  -3.7361
H  5.5448  -5.9111  -2.2416
H  5.3994  -7.6643  -2.4678
H  4.0616  -6.8601  -5.6406
H  3.6240  -5.2181  -5.1330

The calculation puts the max |F| at 0.87 eV/A. Its calculated total energy is -87424.6359 eV. The HOMO energy comes out at -9.419 eV. As for the LUMO energy: 0.461 eV. The structure (SMILES) is CCCCCCC[C@@H]1C[C@H](COCCOCCOCC)OS(=O)(=O)[C@@]1(OCC)[C@@H](Cl)[C@@H](C)Cl.C1CCOC1.C1CCOC1. Its gap between HOMO and LUMO is 9.88 eV.

Entry 3:
Here is 10 unconnected molecules or ions with the total composition C31H60Cl8O18 from the OMol25 dataset. Energies are from ωB97M-V/def2-TZVPD.

CARTESIAN COORDINATES (ANGSTROEM)
Cl  -12.2887  13.4804  -8.8669
C  -10.5056  13.3972  -8.5827
C  -9.7404  14.8135  -8.6243
Cl  -10.5504  15.9008  -7.5746
H  -10.1625  12.7474  -9.3878
H  -10.2360  12.8948  -7.6537
H  -9.7422  15.1273  -9.6682
H  -8.6828  14.8954  -8.3736
Cl  -3.0986  12.3438  -11.7139
C  -4.2905  11.5974  -10.6032
C  -3.6803  10.6486  -9.5668
Cl  -2.7072  11.6342  -8.4284
H  -5.1040  11.1407  -11.1670
H  -4.6943  12.3874  -9.9699
H  -3.0704  9.9120  -10.0898
H  -4.3484  10.0404  -8.9571
Cl  -7.1338  8.7604  -3.9571
C  -8.5998  7.7552  -4.4418
C  -9.1457  8.1094  -5.8222
Cl  -7.9234  7.7963  -7.0935
H  -9.4153  7.9504  -3.7454
H  -8.3514  6.6940  -4.4258
H  -9.3398  9.1728  -5.6816
H  -10.0568  7.5748  -6.0909
Cl  -6.5050  17.4330  -10.8203
C  -6.4799  16.1221  -12.0281
C  -5.5688  14.9822  -11.5305
Cl  -6.3741  14.1930  -10.0433
H  -5.9579  16.6375  -12.8343
H  -7.4373  15.7732  -12.4152
H  -4.5752  15.2973  -11.2120
H  -5.3670  14.2860  -12.3445
C  -7.6835  8.2270  -10.8781
C  -9.0371  8.2248  -11.6224
O  -9.2260  9.5770  -11.9069
C  -8.3705  10.3269  -11.1878
O  -8.3915  11.5437  -11.1618
O  -7.4569  9.5407  -10.5049
H  -6.9050  7.9088  -11.5715
H  -7.6843  7.7124  -9.9172
H  -9.7982  7.6670  -11.0768
H  -8.9005  7.6011  -12.5059
C  -7.4689  11.6637  -7.7889
C  -8.3316  11.7878  -6.5182
O  -8.4380  13.1798  -6.0520
C  -7.6870  13.5559  -5.0802
O  -6.8717  12.9840  -4.3169
O  -7.7484  14.9019  -5.0618
C  -6.8907  15.7108  -4.2523
H  -6.4141  11.8811  -7.6210
H  -7.9188  12.2323  -8.6028
H  -7.6088  10.6224  -8.0794
H  -7.9086  11.1394  -5.7509
H  -9.3312  11.3862  -6.6839
H  -5.9249  15.9179  -4.7133
H  -6.6273  15.1946  -3.3291
H  -7.3197  16.6813  -4.0031
C  -4.7132  11.9495  -1.4017
C  -5.1144  13.3489  -1.0440
O  -4.2896  14.2817  -1.8064
C  -4.6078  15.5260  -1.8516
O  -5.6040  16.0035  -1.3717
O  -3.5970  16.1932  -2.5039
C  -3.6720  17.6128  -2.8172
H  -5.2749  11.3644  -0.6736
H  -3.6352  11.8004  -1.3386
H  -5.1009  11.7346  -2.3975
H  -4.9766  13.5300  0.0219
H  -6.1780  13.4397  -1.2646
H  -3.7041  18.1292  -1.8578
H  -4.5868  17.7327  -3.3977
H  -2.7795  17.8748  -3.3854
C  -4.6361  15.1303  -6.8972
C  -3.8336  14.2786  -5.9137
O  -2.5227  14.8717  -5.6565
C  -1.5878  14.3709  -4.8655
O  -1.6738  13.2726  -4.2897
O  -0.5062  15.1595  -4.9300
C  0.7324  14.8548  -4.3143
H  -4.5303  16.1581  -6.5500
H  -5.6812  14.8318  -6.9798
H  -4.0607  15.0525  -7.8196
H  -3.8084  13.2390  -6.2402
H  -4.2416  14.2209  -4.9046
H  0.6384  14.0231  -3.6161
H  1.3240  15.6139  -3.8026
H  1.3153  14.2911  -5.0427
C  -5.8555  22.4285  -2.9984
C  -5.4200  21.2086  -3.8991
O  -6.5739  20.8353  -4.6015
C  -6.6475  19.5377  -5.1301
O  -5.7601  18.7088  -5.1006
O  -7.8290  19.4448  -5.8296
C  -8.1172  18.3314  -6.6742
H  -6.5684  22.1030  -2.2409
H  -6.2349  23.2734  -3.5731
H  -5.0140  22.8759  -2.4694
H  -5.1461  20.4398  -3.1766
H  -4.5989  21.4438  -4.5762
H  -7.9062  17.3811  -6.1838
H  -7.6133  18.3497  -7.6406
H  -9.1935  18.2776  -6.8376
C  -13.2476  20.9602  -0.4683
C  -11.9683  20.5869  -1.1696
O  -11.6893  19.2418  -1.1826
C  -10.5714  18.8314  -1.8911
O  -9.7779  19.5764  -2.4685
O  -10.5356  17.4285  -1.7098
C  -9.7367  16.6109  -2.5582
H  -13.5052  22.0193  -0.4801
H  -13.1193  20.6769  0.5764
H  -14.1052  20.4167  -0.8648
H  -11.1541  21.1871  -0.7637
H  -11.9922  20.8404  -2.2294
H  -9.6415  17.1065  -3.5243
H  -10.2001  15.6357  -2.7077
H  -8.7177  16.4300  -2.2160

The calculation puts the max |F| at 5.59 eV/A. Its calculated total energy is -170152.5963 eV. The HOMO energy (spin up / spin down) comes out at 0.300 / -8.535 eV. The multiplicity is 2. As for the LUMO energy (spin up / spin down): 2.015 / 1.994 eV. As for the total charge: -1. As for the expectation value of S²: 0.750. Its gap between HOMO and LUMO (spin up / spin down) is 1.71 / 10.53 eV.

Entry 4:
Here is 4 unconnected molecules or ions with the total composition C31H60N3O8S3 from the OMol25 dataset. Energies are from ωB97M-V/def2-TZVPD.

CARTESIAN COORDINATES (ANGSTROEM)
C  8.4865  -2.6457  -1.7493
O  8.8551  -1.2774  -1.8154
C  8.3762  -0.5799  -0.6643
C  8.6797  0.9424  -0.7429
C  7.7691  1.7505  -1.7439
C  6.2925  1.2437  -1.8479
C  6.0947  0.2003  -3.0207
C  4.5386  0.0625  -3.2596
C  4.1255  0.5995  -4.6716
C  2.7026  1.2555  -4.7467
C  1.6070  0.5348  -3.8801
C  1.4039  -0.9594  -4.3121
N  0.5876  -1.6856  -3.2689
N  -0.1214  -0.8911  -2.4832
C  -0.7849  -1.6078  -1.5850
C  -1.6765  -0.7687  -0.6195
C  -1.8676  0.7110  -1.0881
C  -0.7802  1.5963  -0.3906
C  -0.9292  3.0961  -0.8610
N  -2.2235  3.5765  -0.2980
C  -0.7929  -3.0347  -1.3807
C  -0.0171  -3.8163  -2.2891
C  0.6685  -3.0054  -3.2558
O  1.4440  -3.6302  -4.1979
H  8.6849  -3.1080  -2.7374
H  7.3981  -2.7389  -1.4977
H  9.0555  -3.2272  -0.9838
H  7.3057  -0.8204  -0.4474
H  8.9586  -0.9695  0.2153
H  8.6744  1.3590  0.2875
H  9.7306  1.0201  -1.1129
H  8.2880  1.7841  -2.7281
H  7.7295  2.7955  -1.3555
H  5.9729  0.7526  -0.9007
H  5.6485  2.1194  -2.1026
H  6.5965  0.5755  -3.9440
H  6.5619  -0.7736  -2.7520
H  4.2732  -1.0228  -3.1911
H  4.0230  0.5595  -2.4102
H  4.1534  -0.2753  -5.3706
H  4.8696  1.3286  -5.0666
H  2.3952  1.3872  -5.8076
H  2.8037  2.2754  -4.2993
H  1.9508  0.6212  -2.8250
H  0.6724  1.1243  -4.0235
H  0.8760  -0.9780  -5.2931
H  2.4235  -1.3876  -4.3860
H  -1.3270  -0.8577  0.4406
H  -2.6833  -1.2608  -0.6787
H  -2.8450  1.0641  -0.6815
H  -1.9143  0.8420  -2.1893
H  -1.0048  1.5672  0.7032
H  0.2548  1.2212  -0.5532
H  -0.0728  3.6811  -0.4673
H  -1.0287  3.1152  -1.9669
H  -2.7632  4.0421  -1.0255
H  -2.0738  4.2606  0.4415
H  -1.3799  -3.4716  -0.5573
H  0.0652  -4.9093  -2.2431
H  0.8778  -3.9088  -4.9419
C  1.3970  -3.3078  4.0100
C  0.0946  -3.3642  4.8151
C  -0.9781  -2.6278  4.0063
S  -0.5055  -2.7895  2.2882
O  -0.1785  -1.4761  1.7679
O  -1.4404  -3.6665  1.6102
C  1.0163  -3.6780  2.5815
H  2.1511  -3.9850  4.4106
H  1.8047  -2.2938  4.0376
H  -0.2018  -4.4066  4.9557
H  0.2121  -2.9219  5.8037
H  -1.9629  -3.0648  4.1519
H  -1.0044  -1.5661  4.2493
H  1.7643  -3.3851  1.8460
H  0.8007  -4.7439  2.4946
C  -7.2178  -3.4151  4.3911
C  -6.6253  -2.3602  3.4508
C  -5.7118  -1.4595  4.2890
S  -5.1222  -2.4707  5.6482
O  -5.6478  -1.9406  6.8780
O  -3.7115  -2.7359  5.4707
C  -6.0485  -3.9368  5.2185
H  -7.7078  -4.2183  3.8409
H  -7.9608  -2.9512  5.0450
H  -6.0399  -2.8554  2.6713
H  -7.4031  -1.7785  2.9555
H  -4.8606  -1.0994  3.7136
H  -6.2577  -0.6164  4.7107
H  -6.3583  -4.4559  6.1235
H  -5.3986  -4.5779  4.6212
C  -6.8619  5.2476  0.3652
C  -6.2491  6.2884  -0.5780
C  -5.3115  7.1680  0.2559
S  -4.7397  6.1445  1.6130
O  -5.2487  6.6872  2.8453
O  -3.3392  5.8461  1.4295
C  -5.7011  4.6994  1.1882
H  -7.3727  4.4556  -0.1829
H  -7.5914  5.7289  1.0218
H  -5.6785  5.7794  -1.3597
H  -7.0151  6.8876  -1.0705
H  -4.4548  7.5080  -0.3230
H  -5.8361  8.0238  0.6793
H  -6.0190  4.1881  2.0948
H  -5.0675  4.0429  0.5885

The calculation puts the max |F| at 3.29 eV/A. Its calculated total energy is -86467.1056 eV. The HOMO energy comes out at -10.925 eV. As for the LUMO energy: -3.850 eV. As for the total charge: +1. Its gap between HOMO and LUMO is 7.07 eV.